(1)
{"formula": "C16H15Br4NO5PSW", "method": "ωB97M-V/def2-TZVPD", "gap_ha": 0.171, "charge": 3, "homo_energy_ha": -0.619, "symbols": ["W", "C", "C", "C", "C", "C", "C", "H", "H", "H", "H", "H", "H", "Br", "C", "C", "Br", "C", "Br", "C", "O", "C", "O", "C", "Br", "S", "C", "N", "C", "O", "P", "O", "C", "O", "C", "H", "H", "H", "H", "H", "H", "H", "H", "H"], "xyz": [[0.6625, -0.3141, -0.0699], [0.9828, -1.7701, -2.0665], [1.2578, -2.8443, -1.2221], [2.4741, -2.8981, -0.5242], [3.4100, -1.8826, -0.6645], [3.1152, -0.7715, -1.4486], [1.8935, -0.6957, -2.1474], [0.1394, -1.8040, -2.7422], [0.5710, -3.6806, -1.1943], [2.6997, -3.7644, 0.0854], [4.3698, -1.9543, -0.1697], [3.8757, -0.0245, -1.6363], [1.7515, 0.0665, -2.9023], [-5.8907, -1.2597, -1.9553], [-4.2390, -1.4052, -1.1269], [-4.0240, -2.3797, -0.1204], [-5.3861, -3.5320, 0.3690], [-2.7800, -2.4934, 0.5231], [-2.3919, -3.7292, 1.8636], [-1.7953, -1.6300, 0.1229], [-0.5166, -1.5663, 0.6243], [-1.9988, -0.6909, -0.8801], [-0.8526, 0.0027, -1.1276], [-3.2089, -0.5406, -1.5164], [-3.3691, 0.7731, -2.8274], [2.0644, -1.2940, 4.0939], [1.8962, -0.8649, 2.6514], [1.7755, -0.5343, 1.4582], [-0.2749, 5.0351, 0.8225], [0.0787, 3.5979, 0.9420], [-0.4087, 2.4375, 0.0406], [-0.2786, 1.1459, 1.2024], [-1.3556, 0.9552, 2.2005], [1.1407, 1.6845, -0.4970], [2.3937, 2.3495, -0.0371], [-0.5129, 5.3659, 1.8251], [-1.1265, 5.1479, 0.1555], [0.5994, 5.5470, 0.4379], [-1.1661, 0.0106, 2.6965], [-2.3227, 0.9475, 1.7037], [-1.2725, 1.7810, 2.8998], [2.3332, 2.5233, 1.0315], [2.4785, 3.2740, -0.5972], [3.2083, 1.6793, -0.2764]]}

***

(2)
{"formula": "C15H29N7O11PmS2", "method": "ωB97M-V/def2-TZVPD", "gap_ha": [0.300, 0.300], "charge": -1, "multiplicity": 5, "relative_energy_kj_mol": 107.3, "homo_energy_ha": [-0.206, -0.206], "symbols": ["Pm", "O", "C", "C", "N", "C", "C", "O", "O", "C", "C", "O", "O", "H", "H", "H", "H", "H", "H", "H", "H", "H", "N", "C", "C", "C", "C", "N", "C", "N", "N", "C", "O", "O", "H", "H", "H", "H", "H", "H", "H", "H", "H", "H", "H", "H", "H", "H", "O", "S", "O", "O", "O", "S", "C", "N", "C", "C", "N", "H", "H", "H", "H", "H", "H"], "xyz": [[-1.4655, 0.2404, -0.2716], [-3.9751, 0.5493, -0.6586], [-4.7762, 0.4593, 0.5156], [-4.6050, -0.8996, 1.1887], [-3.1905, -1.1705, 1.4104], [-2.7640, -2.5468, 1.1073], [-1.9528, -2.5382, -0.2134], [-1.0161, -3.3217, -0.3629], [-2.3920, -1.6957, -1.0717], [-2.6852, -0.7169, 2.7025], [-1.1396, -0.6278, 2.6558], [-0.5492, -0.4420, 3.7247], [-0.6006, -0.8391, 1.5216], [-4.0307, -0.2916, -1.1430], [-4.4279, 1.2575, 1.1707], [-5.8293, 0.6208, 0.2606], [-5.1855, -0.9281, 2.1213], [-5.0011, -1.6635, 0.5149], [-2.1451, -2.9497, 1.9073], [-3.6178, -3.2191, 0.9736], [-3.0419, 0.2900, 2.9129], [-2.9757, -1.3797, 3.5290], [0.4812, -0.8482, -1.4300], [1.0090, 0.3624, -2.0780], [2.2083, 0.0793, -3.0205], [3.5528, 0.6312, -2.5431], [3.7146, 2.1251, -2.8530], [2.5564, 2.9736, -2.6544], [2.1999, 3.5461, -1.5111], [2.9180, 3.4109, -0.3777], [1.1999, 4.4306, -1.5497], [-0.1653, 1.1169, -2.8035], [0.1712, 2.0841, -3.5189], [-1.3193, 0.6574, -2.6101], [1.1890, -1.2470, -0.8241], [0.1623, -1.5397, -2.0983], [1.3192, 1.0053, -1.2545], [2.0073, 0.4862, -4.0153], [2.2786, -1.0065, -3.1088], [4.3703, 0.1298, -3.0674], [3.6627, 0.4182, -1.4798], [3.9473, 2.2156, -3.9158], [4.5546, 2.5434, -2.2935], [1.7482, 2.7582, -3.2629], [3.4577, 2.5612, -0.2907], [2.3673, 3.5814, 0.4559], [0.5510, 4.3272, -2.3187], [0.7409, 4.6518, -0.6694], [0.2026, 1.6533, 0.5759], [-0.9911, 2.5461, 0.7041], [-0.6147, 3.8471, 1.2475], [-1.5399, 2.6331, -0.6723], [-2.0052, 1.8159, 1.5026], [3.0575, -0.2872, 1.0097], [2.3848, -1.6159, 1.7533], [2.3419, -2.8563, 1.1932], [1.4995, -3.7580, 1.9785], [1.4406, -3.0222, 3.3244], [1.9624, -1.6866, 3.0289], [2.3465, -2.9372, 0.1918], [1.9704, -4.7375, 2.0733], [0.5207, -3.8657, 1.5072], [2.0886, -3.4980, 4.0658], [0.4322, -2.9565, 3.7294], [1.3871, -0.9164, 3.3842]]}

***

(3)
{"formula": "C4H10OS2", "method": "ωB97M-V/def2-TZVPD", "gap_ha": 0.329, "charge": 0, "smiles": "C1CSCSC1.O", "relative_energy_kj_mol": 80.7, "homo_energy_ha": -0.310, "symbols": ["C", "C", "S", "C", "S", "C", "H", "H", "H", "H", "H", "H", "H", "H", "O", "H", "H"], "xyz": [[-0.3208, -0.0179, -0.5913], [0.9071, 0.8300, -0.2944], [0.4067, 2.6192, -0.2064], [-0.5078, 2.3186, 1.3804], [-2.0449, 1.3056, 1.1991], [-1.2650, -0.2604, 0.6742], [-0.9323, 0.4903, -1.3615], [-0.0570, -1.0208, -0.9788], [1.5543, 0.6250, -1.1688], [1.4372, 0.4705, 0.6084], [0.1692, 1.7696, 2.0628], [-0.7877, 3.2681, 1.8760], [-0.7465, -0.5914, 1.5946], [-2.0266, -1.0239, 0.4240], [1.1794, -3.6013, -2.0713], [1.6826, -2.8407, -1.7019], [1.3520, -4.3405, -1.4453]]}